Below is a cluster of 5 separate species, C41H47NO19PS in total, with properties calculated with ωB97M-V/def2-TZVPD.

Results
molecular weight: 920.856 g mol⁻¹
F_max: 1.91 eV/A
orbital gap: 7.67 eV
LUMO energy: -3.385 eV

ORCA input file:
```
! wB97M-V def2-TZVPD RIJCOSX def2/J DEFGRID3
* xyz 1 1
C -2.81179 4.61734 0.14689
O -2.47372 5.18614 -1.09044
C -1.25516 5.87529 -1.16570
C -0.06514 4.98877 -1.44312
C -0.27424 4.09571 -2.62970
C 0.91384 3.24482 -3.02992
C 1.58136 2.42659 -1.94486
C 0.68192 1.44563 -1.23695
C 1.19104 1.04224 0.14743
C 0.14602 1.32953 1.19541
C 0.40329 1.18295 2.69515
N 1.80836 0.90368 3.14523
O 1.64461 0.94091 4.56055
C 2.81004 1.93958 2.72501
O 2.07405 3.05830 2.45912
C 2.82932 4.24014 2.41598
C 3.40998 4.71199 3.60120
C 4.14310 5.91626 3.54643
C 4.25978 6.61511 2.32896
C 3.65025 6.13199 1.16211
C 2.92612 4.91630 1.19450
P 2.37017 -0.86940 2.71619
S 2.16244 -2.12965 4.10514
H -2.11845 4.87921 0.92306
H -2.85107 3.54029 0.06668
H -3.78403 4.96353 0.43318
H -1.10264 6.44285 -0.26347
H -1.36338 6.57923 -1.96811
H 0.15181 4.41341 -0.55923
H 0.77879 5.63071 -1.62586
H -0.51976 4.72354 -3.46935
H -1.13585 3.48324 -2.45147
H 0.61025 2.57996 -3.81940
H 1.66945 3.89737 -3.42782
H 2.40204 1.89357 -2.38856
H 2.02386 3.09595 -1.23093
H -0.29733 1.86461 -1.14907
H 0.61458 0.57485 -1.85306
H 1.44555 -0.00047 0.10277
H 2.08708 1.60041 0.32572
H -0.70291 0.71616 0.96997
H -0.17095 2.33832 1.04388
H -0.16789 0.39403 3.13920
H 0.12807 2.07575 3.20171
H 2.49496 0.68930 4.94817
H 3.49033 2.06137 3.55098
H 3.36121 1.58630 1.86999
H 3.29570 4.18504 4.51956
H 4.59652 6.29212 4.43201
H 4.81068 7.52357 2.29343
H 3.72546 6.67597 0.25117
H 2.45812 4.53317 0.31719
H 3.67492 -0.58626 2.31600
H 1.63109 -1.10153 1.58095
C 3.49741 -5.76392 0.23490
C 3.70717 -7.09171 0.25607
C 3.01669 -7.99916 1.25629
O 3.25932 -9.18887 1.17694
C 2.12083 -7.41558 2.22862
C 1.91808 -6.09162 2.20191
C 2.59042 -5.19048 1.19150
O 2.30751 -4.00298 1.26913
O 1.12715 -5.43920 3.03301
O 4.51071 -7.72284 -0.56335
H 3.98322 -5.11051 -0.47521
H 1.63959 -8.07092 2.93976
H 1.17054 -4.49839 2.77734
H 4.47057 -8.67399 -0.34400
C -0.02799 0.08370 -7.59836
C 0.17447 0.09760 -6.27488
C -0.96075 0.18545 -5.28061
O -0.64061 0.17827 -4.10113
C -2.31125 0.27869 -5.76795
C -2.52166 0.26717 -7.09504
C -1.38682 0.15786 -8.09401
O -1.70640 0.14252 -9.26482
O -3.70273 0.34567 -7.65965
O 1.36095 0.03658 -5.69781
H 0.77788 0.01897 -8.31508
H -3.11515 0.35531 -5.05014
H -3.55970 0.30937 -8.62626
H 1.19384 0.05502 -4.73686
C -0.06946 -8.93428 -2.95114
C 0.42241 -9.12659 -1.71955
C -0.46574 -9.24736 -0.50027
O 0.10731 -9.41099 0.56162
C -1.89608 -9.14243 -0.66686
C -2.39115 -8.95478 -1.89979
C -1.50370 -8.84685 -3.12166
O -2.07300 -8.68515 -4.18335
O -3.67122 -8.84297 -2.18024
O 1.70750 -9.22437 -1.43320
H 0.55826 -8.84634 -3.82625
H -2.52270 -9.21808 0.21016
H -3.73671 -8.72429 -3.14805
H 1.76443 -9.38846 -0.46960
C -5.31384 3.76361 3.17457
C -6.39372 3.33444 3.85345
C -6.31722 2.89823 5.30375
O -7.35900 2.54326 5.81163
C -5.03131 2.93421 5.97253
C -3.96462 3.36624 5.29009
C -4.04585 3.80863 3.84545
O -2.99407 4.17475 3.33172
O -2.74587 3.45755 5.79706
O -7.59646 3.24809 3.34661
H -5.36602 4.07280 2.14083
H -4.98015 2.61854 7.00471
H -2.18953 3.84763 5.09950
H -8.18765 2.91713 4.05205
*
```

Results of the Mulliken charge analysis, in e, for atoms 1 through 99: atom 1 (C): -0.6843, atom 2 (O): -0.4737, atom 3 (C): -1.2317, atom 4 (C): 0.7673, atom 5 (C): -0.7551, atom 6 (C): -1.1500, atom 7 (C): 0.0044, atom 8 (C): -0.7116, atom 9 (C): -0.0179, atom 10 (C): 0.0040, atom 11 (C): -2.0902, atom 12 (N): 0.6750, atom 13 (O): -0.4477, atom 14 (C): -0.7953, atom 15 (O): 0.1579, atom 16 (C): -0.0699, atom 17 (C): -0.3472, atom 18 (C): -0.7343, atom 19 (C): -0.6232, atom 20 (C): -0.8506, atom 21 (C): 0.1514, atom 22 (P): 0.4504, atom 23 (S): -0.2421, atom 24 (H): 0.3876, atom 25 (H): 0.3177, atom 26 (H): 0.2102, atom 27 (H): 0.5134, atom 28 (H): 0.4449, atom 29 (H): -0.6247, atom 30 (H): 0.4241, atom 31 (H): 0.5499, atom 32 (H): 0.3244, atom 33 (H): 0.0898, atom 34 (H): 0.5213, atom 35 (H): 0.5728, atom 36 (H): -0.4722, atom 37 (H): 0.3979, atom 38 (H): 0.4446, atom 39 (H): 0.1374, atom 40 (H): 0.0695, atom 41 (H): 0.5894, atom 42 (H): -0.0109, atom 43 (H): 0.6764, atom 44 (H): 0.7668, atom 45 (H): 0.3972, atom 46 (H): 0.6078, atom 47 (H): 0.3159, atom 48 (H): 0.5149, atom 49 (H): 0.4316, atom 50 (H): 0.4399, atom 51 (H): 0.4690, atom 52 (H): 0.3721, atom 53 (H): 0.0973, atom 54 (H): 0.0806, atom 55 (C): -1.1353, atom 56 (C): 0.5101, atom 57 (C): 0.9393, atom 58 (O): -0.6752, atom 59 (C): -0.9177, atom 60 (C): 0.3118, atom 61 (C): 1.1282, atom 62 (O): -0.5417, atom 63 (O): -0.6434, atom 64 (O): -0.5629, atom 65 (H): 0.4450, atom 66 (H): 0.4881, atom 67 (H): 0.2314, atom 68 (H): 0.3813, atom 69 (C): -0.8999, atom 70 (C): 0.2777, atom 71 (C): 1.0822, atom 72 (O): -0.5471, atom 73 (C): -1.1728, atom 74 (C): 0.3619, atom 75 (C): 1.0782, atom 76 (O): -0.6104, atom 77 (O): -0.5706, atom 78 (O): -0.6306, atom 79 (H): 0.4390, atom 80 (H): 0.4567, atom 81 (H): 0.3801, atom 82 (H): 0.3476, atom 83 (C): -0.9552, atom 84 (C): 0.3590, atom 85 (C): 1.1454, atom 86 (O): -0.5873, atom 87 (C): -1.1713, atom 88 (C): 0.3497, atom 89 (C): 1.0885, atom 90 (O): -0.6202, atom 91 (O): -0.5717, atom 92 (O): -0.5755, atom 93 (H): 0.4524, atom 94 (H): 0.4402, atom 95 (H): 0.3806, atom 96 (H): 0.2696, atom 97 (C): -1.1054, atom 98 (C): 0.4806, atom 99 (C): 0.9352